The following is a DFT calculation (the ωB97M-V functional and the def2-TZVPD basis) of a 2-piece molecular cluster, C6H13N2O3 overall at a distorted geometry.

Results
- net charge = -1
- gap between HOMO and LUMO (eV) = 6.96
- spin multiplicity = 1
- E_HOMO (eV) = -3.827

Last column: Mulliken charge in e.
Positions of all 24 atoms, in Å:
C1 4.21 0.08 -1.07  -1.167
C2 2.83 0.87 -0.54  0.327
N1 3.00 2.33 -1.03  -0.738
C3 1.52 0.12 -1.22  0.317
O1 1.03 0.58 -2.40  -0.684
O2 0.84 -1.07 -0.67  -0.770
H1 4.24 0.13 -2.24  0.284
H2 4.17 -1.03 -0.70  0.314
H3 5.12 0.71 -0.66  0.306
H4 2.85 0.80 0.65  0.231
H5 3.56 2.22 -1.92  0.257
H6 2.08 2.73 -1.32  0.318
C4 -2.55 0.67 1.60  0.087
O3 -1.40 1.03 1.80  -0.557
N2 -2.93 -0.57 1.14  0.168
C5 -4.32 -0.92 0.93  -0.926
C6 -1.91 -1.56 0.87  -0.800
H7 -3.40 1.35 1.77  0.236
H8 -4.58 -1.77 1.56  0.314
H9 -4.46 -1.19 -0.12  0.323
H10 -4.98 -0.08 1.17  0.299
H11 -1.35 -1.75 1.79  0.251
H12 -1.23 -1.18 0.11  0.272
H13 -2.37 -2.50 0.52  0.339



The following is a DFT calculation (the ωB97M-V functional and the def2-TZVPD basis) of an isolated ion of composition C6H13N2S and charge +1 at a distorted geometry.

Results
- net charge = +1
- gap between HOMO and LUMO (spin up / spin down) (eV) = 5.48 / 3.89
- expectation value of S² = 2.018
- spin multiplicity = 3
- E_HOMO (spin up / spin down) (eV) = -8.591 / -11.890

Last column: Mulliken charge in e.
Positions of all 22 atoms, in Å:
C1 1.07 0.56 -1.60  -0.414
C2 0.55 0.25 -2.94  -0.649
C3 -0.64 0.24 -0.02  0.746
C4 -1.78 0.44 -0.72  -1.415
C5 -0.19 -1.63 1.48  -1.038
C6 0.31 0.63 2.19  -0.884
N1 0.65 0.39 -0.44  -0.259
N2 -0.66 -0.21 1.43  -0.020
S1 1.94 -0.31 -4.01  0.216
H1 2.13 0.85 -1.79  0.339
H2 -0.09 -0.66 -3.14  0.376
H3 0.19 1.12 -3.37  0.459
H4 -1.66 0.55 -1.80  0.200
H5 -2.81 0.46 -0.35  0.299
H6 1.99 -1.55 -3.54  0.267
H7 -0.99 -2.24 1.36  0.402
H8 0.65 -1.79 0.83  0.347
H9 0.18 -1.78 2.41  0.483
H10 1.23 0.26 1.81  0.441
H11 0.29 1.73 1.85  0.299
H12 0.34 0.50 3.23  0.389
H13 -1.66 -0.21 1.79  0.417



The following is a DFT calculation (the ωB97M-V functional and the def2-TZVPD basis) of one molecule with the formula C6H13N3 at a distorted geometry.

Results
- net charge = 0
- gap between HOMO and LUMO (eV) = 8.38
- structure (SMILES) = N[C@@H]1[C@H]2CNCC[C@]12N
- spin multiplicity = 1
- E_HOMO (eV) = -7.477

Last column: Mulliken charge in e.
Positions of all 22 atoms, in Å:
C1 -0.29 1.71 -0.42  -0.360
C2 0.73 0.55 -0.21  -0.021
C3 1.51 -0.02 0.75  -0.863
C4 0.16 -1.79 -0.14  -0.838
C5 -1.10 -1.16 -0.67  -0.629
C6 -0.87 0.31 -0.03  0.638
H1 -1.06 2.35 -2.35  0.277
H2 0.72 2.81 -1.69  0.257
H3 -0.39 2.36 0.39  0.360
H4 0.76 0.15 -1.26  0.244
H5 1.55 0.54 1.78  0.148
H6 2.49 -0.36 0.53  0.353
H7 1.65 -2.09 1.43  0.303
H8 0.77 -2.07 -0.96  0.364
H9 -0.14 -2.83 0.21  0.356
H10 -1.91 -1.43 0.23  0.337
H11 -1.24 -1.41 -1.72  0.307
H12 -1.16 -0.28 1.99  0.227
H13 -1.69 1.52 1.68  0.261
N1 0.01 2.11 -1.86  -0.553
N2 0.94 -1.43 1.06  -0.422
N3 -1.44 0.44 1.27  -0.745



Energy above the lowest of the compared OMol25 structures with the same formula, charge and spin values, unit eV, following the record order: 0.341, 2.865, 7.001.